Entry 1:
Below is C40H35AsI2N2OPS3Y as an isolated structure at a distorted geometry, with properties calculated with wB97M-V/def2-TZVPD.

Last column: Löwdin charge in e.
Element x y z (Å)
1 H -4.18218 4.02069 3.36750  0.106
2 I 0.61095 -3.46230 -1.44940  0.980
3 H 5.14898 1.56306 7.94416  0.100
4 H -4.31921 -3.71118 1.77316  0.102
5 C -3.27981 3.43947 3.22846  -0.076
6 H 2.61949 7.75983 4.35827  0.089
7 C -4.02152 1.17328 -1.70348  -0.014
8 S 4.09154 2.26791 -0.47113  0.469
9 H -4.35950 2.61662 -3.25792  0.114
10 C 4.72392 2.18564 7.16722  -0.094
11 C -3.07801 0.36721 -1.08377  -0.253
12 C -1.95658 -4.83335 -0.38176  -0.213
13 N -2.46671 -0.44047 1.15216  -0.059
14 C -2.71268 2.76688 4.29980  -0.075
15 C -1.14113 -2.89168 0.87340  -0.463
16 H -1.96228 -1.31900 2.97402  0.101
17 H 3.40307 3.22142 8.50029  0.101
18 C 0.26599 -1.96549 5.34396  -0.078
19 H 2.43517 4.63741 6.74783  0.089
20 C -1.01375 -3.85205 -0.14213  -0.574
21 C 0.44934 5.30012 5.14683  -0.128
22 C -0.95919 1.92076 2.87594  -0.373
23 H 1.63139 -3.58855 5.64120  0.103
24 H 5.94732 1.35851 5.61075  0.103
25 P 0.60159 1.04274 2.47809  1.013
26 H -1.05585 2.56811 0.82817  0.057
27 H -3.69285 -1.46947 2.57798  0.129
28 H -1.36237 5.55503 6.26421  0.098
29 H -0.94969 -0.29376 4.82181  0.074
30 C -3.35920 -3.78576 1.27665  -0.124
31 C 2.27204 -2.27507 4.06690  -0.063
32 C -3.11076 -4.82246 0.38480  -0.732
33 H 1.61106 2.17625 4.34196  0.082
34 C -2.67881 3.37486 1.97856  -0.070
35 H -1.10239 1.54263 4.99085  0.095
36 H 2.30195 3.52358 1.66706  0.014
37 C 1.83552 2.18031 3.27252  -0.370
38 C -0.03302 -0.82648 4.60764  -0.110
39 H 0.94273 9.09440 5.58943  0.101
40 C -1.53272 2.61352 1.80309  -0.140
41 H 2.65554 -0.81047 2.55534  0.062
42 C -1.54864 2.02896 4.13290  -0.094
43 C 1.87993 3.58173 2.67200  -0.411
44 C -2.39934 -2.81790 1.50583  -0.167
45 C 4.62356 2.87174 4.86899  -0.142
46 C 3.19389 3.91311 6.48250  -0.107
47 H 3.16420 -2.84427 3.84037  0.110
48 H 0.88284 4.01438 2.57191  0.052
49 H -1.98628 2.50079 -4.04731  0.114
50 C -3.46393 -0.49936 0.08391  -0.137
51 C 1.40991 -2.69602 5.07020  -0.080
52 C -0.49339 6.04312 5.83976  -0.088
53 H -5.04104 1.18555 -1.34243  0.116
54 H -1.05205 7.99147 6.54635  0.100
55 C -2.67549 -1.49790 2.17056  -0.121
56 H -3.10284 3.91356 1.14035  0.109
57 S 1.15376 2.00709 -0.84285  0.369
58 S 2.78258 -0.37965 -0.25036  0.359
59 C 2.73546 1.34379 -0.53948  -1.836
60 As 2.99580 4.91825 3.67522  1.319
61 H 2.80455 1.69553 3.14263  0.075
62 C 1.98150 -1.13444 3.33919  -0.117
63 C 0.81814 -0.40244 3.59284  -0.366
64 C -3.64397 1.96253 -2.77745  -0.042
65 I -4.58817 -6.28962 0.09092  0.837
66 C -1.46023 1.04589 -2.57150  -0.161
67 H -3.17296 2.82482 5.27829  0.108
68 C 3.74115 3.11273 7.47721  -0.089
69 C 3.61769 3.79367 5.16280  -0.420
70 C -2.33480 1.89530 -3.22319  -0.039
71 H 0.30788 4.23332 5.03098  0.088
72 N -1.80759 0.30570 -1.50986  0.030
73 C -0.31809 7.41041 6.00238  -0.093
74 H -1.80492 -5.56523 -1.16223  0.090
75 C 5.16755 2.06788 5.85713  -0.086
76 H -3.52262 -1.53561 -0.25891  0.133
77 Y 0.20016 -0.36421 0.00945  0.903
78 H -0.43396 0.96718 -2.90406  0.078
79 H -4.46298 -0.21531 0.43542  0.129
80 C 0.80200 8.02804 5.46648  -0.090
81 H -0.40108 -2.27968 6.13718  0.104
82 O -0.19178 -2.04174 1.14479  -0.331
83 H 4.98676 2.78532 3.84939  0.102
84 C 1.58036 5.90472 4.60891  -0.429
85 C 1.74268 7.27729 4.77537  -0.129
86 H -2.54398 0.46428 1.60365  0.081

## Properties
Gap between HOMO and LUMO: 6.75 eV
Energy relative to the best compared isomer or geometry (same formula, charge and spin): 0.0 kJ/mol
Molar mass: 1104.5 g mol⁻¹
Maximum force: 1.4 eV/Å



Entry 2:
Below is C40H35F9N5O3PS4SeTaTe as an isolated structure at a distorted geometry, with properties calculated with wB97M-V/def2-TZVPD.

Last column: Löwdin charge in e.
Element x y z (Å)
1 H 4.20898 -3.22801 5.48974  0.108
2 C 3.42074 -3.25894 0.32145  -0.673
3 H -2.05749 4.04951 6.35584  0.110
4 C 5.58208 -2.90669 -0.08930  -0.031
5 H -2.52716 -4.04209 3.26920  0.018
6 H -4.92626 0.26731 2.26701  0.103
7 C -2.13210 -2.99745 -2.68523  -0.564
8 C 1.05702 2.26765 0.22797  -0.369
9 C 3.18096 -2.21952 7.07959  -0.071
10 S -2.19671 0.01658 1.86461  0.558
11 H 4.14722 -2.86492 -3.19000  0.116
12 C 4.45052 0.49077 -2.83570  0.003
13 F -0.19042 0.13833 -3.22003  0.180
14 C 0.96862 3.61981 0.26101  -0.289
15 C -5.45539 2.31282 -0.38117  -0.057
16 H 2.42823 -5.20725 -1.51329  0.083
17 C 1.86393 -0.31713 6.43757  -0.069
18 H -2.65824 1.68179 5.98452  0.111
19 H 1.21399 0.50084 6.71518  0.102
20 C 2.87237 -1.69328 -1.95280  -0.071
21 Ta -0.24134 -0.72241 0.42450  1.229
22 C -4.17366 2.32930 -0.89574  0.001
23 N 4.44204 -2.38985 0.47784  -0.102
24 C 2.34302 -1.17337 7.42147  -0.067
25 F 0.81038 -3.79763 -2.76729  0.145
26 C 2.23387 -0.50624 5.11148  -0.398
27 F -3.07226 -2.58245 -1.82663  0.093
28 S 0.55578 -0.90322 2.72402  0.192
29 C -5.71646 1.55901 0.75743  -0.060
30 H 1.73841 3.37439 4.49096  0.079
31 C 1.84200 1.39184 -0.59758  -0.263
32 C -2.05253 -3.08139 3.08034  -0.411
33 H 2.62616 -5.88562 0.11384  0.086
34 C 0.77478 3.01125 4.82571  -0.114
35 C -0.80284 1.20172 5.03342  -0.128
36 C 0.23068 -2.81646 -3.47245  -0.543
37 C 0.43442 1.67946 4.60430  -0.426
38 H -2.62207 -2.27847 3.53320  -0.013
39 F -1.80715 -4.25339 -2.34457  0.160
40 C 5.26180 -4.11232 -0.60370  -0.032
41 H -1.02376 -3.07600 3.43184  -0.018
42 H -1.21046 2.11772 2.50546  0.037
43 H 2.05834 -1.01946 8.45310  0.109
44 C -0.49068 2.42422 1.76900  -0.493
45 H -6.24430 2.87565 -0.85961  0.111
46 H 1.46238 4.35066 -0.35431  0.093
47 H -1.07290 0.16835 4.85951  0.089
48 H 3.18917 2.72353 -1.47136  0.180
49 H -0.69135 -4.85784 -0.17166  -0.015
50 H 0.14173 4.89890 5.61845  0.111
51 C -0.85323 -2.07969 -2.59493  -0.241
52 F -1.39800 -0.94936 -4.62277  0.185
53 C -1.69590 2.05380 5.66042  -0.062
54 H 4.69641 -0.32244 0.51797  0.096
55 H 3.54719 -2.89104 7.84409  0.108
56 C -1.25965 -4.80051 0.75060  -0.406
57 H -0.61787 -5.01018 1.60187  -0.006
58 C 3.37820 0.64510 -1.97102  -0.173
59 N 0.25231 1.58436 1.09458  -0.118
60 H 5.54148 -0.97887 -3.92838  0.112
61 S 3.07822 1.49885 2.88136  0.331
62 P 1.63430 0.58554 3.80536  0.231
63 H -2.11790 -5.46752 0.72422  0.018
64 H 3.84560 -6.22467 -1.13899  0.099
65 H -6.71674 1.53298 1.16910  0.112
66 C -0.12265 3.86330 5.45266  -0.068
67 H 2.23498 -2.50220 -1.65156  0.055
68 C -1.18718 -0.73905 -3.31754  -0.548
69 C -1.35722 3.38577 5.86679  -0.063
70 N 3.92301 -4.31703 -0.34954  -0.110
71 H 5.85413 -4.83668 -1.13060  0.130
72 C 3.15163 -5.48492 -0.74914  -0.008
73 N 2.85989 1.77861 -1.37035  0.226
74 O -1.11112 0.49093 -0.72078  -0.316
75 C -3.15995 1.58823 -0.28760  -0.154
76 F -2.70875 -3.03717 -3.88019  0.191
77 C -1.83025 1.63778 -0.92007  -0.504
78 H 4.99034 -1.15200 2.07204  0.098
79 H 3.36620 -1.70872 3.73996  0.072
80 F 1.17790 -1.98342 -3.89868  0.177
81 C 3.55302 -2.40986 5.75345  -0.066
82 C 4.72082 -0.80032 -3.24791  -0.057
83 C 3.08425 -1.55806 4.77341  -0.108
84 C 4.36314 -1.11884 1.18295  -0.057
85 O -0.43574 -1.98969 -1.28372  -0.384
86 Se 1.70082 -3.11118 0.97720  0.719
87 H 6.51384 -2.37298 -0.07628  0.135
88 C -4.71040 0.83790 1.37372  -0.104
89 O -1.36669 2.51019 -1.59870  0.145
90 N 1.62264 0.08486 -0.60969  0.069
91 C 2.59706 -0.41308 -1.50660  -0.191
92 H 5.03854 1.33128 -3.17365  0.117
93 Te -2.03784 -2.84100 0.97478  1.335
94 F -2.30364 -0.19660 -2.82250  0.180
95 F -0.29113 -3.39328 -4.55796  0.183
96 C 3.93348 -1.87306 -2.81671  -0.066
97 H -3.93209 2.90248 -1.78047  0.128
98 H 3.32803 -0.94570 1.47037  -0.008
99 S -0.19138 4.05617 1.42674  1.136
100 C -3.40999 0.83694 0.86351  -0.498

## Properties
Gap between HOMO and LUMO: 6.64 eV
Charge: +1
Energy relative to the best compared isomer or geometry (same formula, charge and spin): 38.1 kJ/mol
Molar mass: 1351.5 g mol⁻¹
Maximum force: 1.3 eV/Å



Entry 3:
Below is C40H35KN11O2S3 as an isolated structure, with properties calculated with wB97M-V/def2-TZVPD.

Last column: Löwdin charge in e.
Element x y z (Å)
1 H -5.50244 -0.90067 1.49611  0.107
2 C -2.32802 0.13516 -5.03121  -0.159
3 C -1.97817 2.77508 1.86579  -0.242
4 H 0.79272 -4.75246 6.28876  0.093
5 C -0.08220 -1.77262 -2.16831  -0.158
6 H -0.91848 -5.85235 4.87935  0.100
7 H 3.05124 -2.30803 0.18565  0.094
8 C 4.49355 0.97728 2.83793  -0.184
9 N 3.83460 2.49673 -2.57391  0.079
10 H -0.38348 5.43432 -0.33471  0.115
11 C 2.75058 2.26955 3.87523  -0.046
12 H -1.14897 1.85873 -4.55367  0.081
13 C 2.30811 0.78909 -1.92357  -0.211
14 C -0.87560 4.71538 0.30801  -0.057
15 H -3.46052 -1.71719 4.25375  0.113
16 C -3.09687 -0.90555 -4.51481  -0.161
17 C 1.81209 1.36640 3.32348  -0.134
18 H -1.29523 -0.59409 4.71441  0.103
19 H -0.79472 -2.50665 -1.82696  0.114
20 H 7.19730 -0.48737 1.42138  0.098
21 C 3.01819 1.50438 -2.89090  -0.071
22 C -1.94549 1.00780 -2.77018  -0.743
23 C 0.46766 -4.28246 5.36945  -0.110
24 S -3.17784 -0.15751 -0.53364  0.537
25 C -3.03807 5.12642 -0.87180  -0.215
26 H -3.86535 3.36514 0.99301  0.116
27 C 5.17163 -1.16073 1.18783  -0.039
28 C -0.88715 -4.27682 3.41171  -0.491
29 C 3.83900 -0.97597 1.49455  -0.266
30 H -3.95553 -1.73606 -2.73443  0.078
31 N -0.65296 2.94907 1.90563  0.072
32 C 6.16471 -0.30425 1.69254  -0.097
33 H -6.41523 0.32830 3.85579  0.084
34 H -2.55231 -2.10989 -0.13149  -0.059
35 N 2.42492 1.07223 -0.63040  0.142
36 C -2.78356 -0.02040 -2.25278  -0.720
37 H -0.64319 -1.51763 -4.18584  0.127
38 H 6.61283 1.40795 2.89988  0.101
39 C -3.23264 -0.76055 3.79811  -0.013
40 O -6.55737 0.02976 2.95182  -0.058
41 C -3.75681 1.06202 2.35443  -0.019
42 C 1.01556 -3.06018 4.97845  -0.089
43 C -5.44265 -0.77872 2.57895  -0.211
44 C -2.50205 1.59361 2.62741  -0.238
45 H -3.54875 -1.64396 -5.16836  0.081
46 H -5.51180 -1.76958 3.04216  0.115
47 C -2.80316 3.54140 1.05718  0.033
48 C -4.12612 -0.14478 2.93224  -0.205
49 C -3.32219 -0.95678 -3.14467  -0.178
50 C 3.93369 2.78576 -1.27687  -0.125
51 N -2.37347 -3.11477 0.13913  0.062
52 O -4.42606 5.18004 -0.56273  -0.061
53 C -0.34612 -3.04645 3.00730  -0.324
54 H 2.90032 1.25495 -3.93752  0.111
55 C 4.07664 2.06982 3.63602  -0.029
56 C -0.13133 3.90600 1.14698  -0.149
57 N -0.83576 -2.52765 1.81754  0.091
58 C -2.01709 -0.14092 4.04299  -0.132
59 C -1.72498 -3.32007 1.30360  -0.688
60 C -0.49041 -4.90277 4.58410  -0.110
61 H 1.76802 -2.58914 5.59885  0.099
62 N 0.77547 -1.11349 -1.42106  0.091
63 K -0.30570 0.32900 0.72923  0.452
64 N 2.86041 -1.82694 1.04904  0.145
65 C 1.36906 -0.27302 -2.31396  -0.354
66 H 4.58969 3.60209 -0.99753  0.098
67 C 0.61925 -2.43890 3.80735  -0.035
68 C -1.77432 1.06449 -4.16451  -0.181
69 H 0.94892 4.01808 1.18423  0.104
70 H 3.32872 2.32658 0.73613  0.097
71 H 1.91878 -1.46870 1.08133  0.037
72 H 2.39821 3.10303 4.46804  0.103
73 N -1.64891 1.00005 3.47215  0.103
74 H -3.17019 -3.70824 -0.02940  0.081
75 H -4.41236 1.51838 1.62932  0.102
76 C 3.23523 2.07786 -0.31555  -0.107
77 S -2.05803 -4.79411 2.23193  1.041
78 H -4.91149 4.81418 -1.30547  0.088
79 H -2.15877 0.22274 -6.09917  0.085
80 N 0.03826 -1.39300 -3.44627  0.047
81 N 0.95826 -0.41685 -3.55414  0.143
82 H -2.66386 6.13072 -1.09464  0.119
83 H 0.74758 1.51688 3.48012  0.073
84 H 4.82795 2.74230 4.03526  0.112
85 C 5.85007 0.74546 2.51010  -0.069
86 C -2.24054 4.49898 0.22999  -0.234
87 H 1.04654 -1.49493 3.49545  0.081
88 S -1.11222 2.17552 -1.76416  0.518
89 C 3.48277 0.12973 2.33536  -0.189
90 H -2.84370 4.48401 -1.73947  0.099
91 H 5.45069 -1.98660 0.54399  0.106
92 N 2.16272 0.34071 2.58673  0.092

## Properties
Gap between HOMO and LUMO: 5.39 eV
Charge: -1
Energy relative to the best compared isomer or geometry (same formula, charge and spin): 0.0 kJ/mol
Molar mass: 837.1 g mol⁻¹
Maximum force: 0.2 eV/Å